Entry 1:
A 10-piece molecular cluster, C30H84N3O25PS6 overall in a non-equilibrium geometry. Source: the OMol25 dataset; level of theory: ωB97M-V/def2-TZVPD.

Structure (XYZ):
```
149
Properties=species:S:1:pos:R:3:forces:R:3
C -19.494363 -9.574266 5.609894 -0.8552 1.3820 -0.1901
C -20.500162 -8.869744 6.567635 -1.3349 -1.1551 -0.8009
C -21.331481 -7.776031 5.872385 0.9328 -0.4830 -1.1321
O -22.246737 -7.160445 6.702881 -0.3612 0.1869 0.9598
C -23.204063 -6.311475 6.110294 -0.8054 -0.2460 -0.6024
N -21.471863 -9.958262 7.062248 0.6368 1.8629 0.3262
H -21.877470 -10.625505 6.421653 -0.5304 -0.5049 -1.9932
H -20.926348 -10.699088 7.479029 1.3555 -0.9267 1.5046
H -22.193025 -9.631192 7.689187 -0.0254 0.3223 0.5152
H -19.164766 -10.520398 6.039216 0.2718 0.2532 -0.0163
H -18.732971 -8.848077 5.325204 0.6167 -0.2827 0.6701
H -19.932127 -9.731007 4.624051 -0.6112 -0.4577 0.1453
H -19.986803 -8.474131 7.444013 -0.1530 -0.0896 0.0560
H -21.812114 -8.191030 4.986452 -0.4542 -0.5654 -0.0558
H -20.624700 -7.094200 5.399447 0.3060 0.6086 0.3167
H -22.803335 -5.512442 5.486538 0.4727 0.3360 0.4905
H -23.913474 -5.967277 6.862864 0.6661 0.3481 0.3355
H -23.892216 -6.803358 5.422837 0.1865 -0.8669 -0.2863
C -17.085455 -16.466892 7.087207 -0.8618 0.5330 0.3367
C -18.368003 -16.222366 7.886536 -0.6040 -0.6497 -0.1776
C -18.350396 -14.993510 8.781759 0.0194 1.3000 0.1869
O -17.576097 -15.183283 9.939613 0.4173 -0.5278 -0.4877
C -17.571152 -14.058540 10.802103 -0.4282 -0.5623 0.1631
N -19.553789 -16.137137 6.949364 1.5629 -0.6360 1.1948
H -19.614237 -16.913053 6.305631 -0.1338 -0.3102 0.1584
H -20.390083 -15.943441 7.481523 -1.2150 0.3265 0.1767
H -19.480570 -15.277225 6.424667 -0.1530 2.1589 -1.6553
H -16.305127 -16.565544 7.841832 0.2434 -0.5064 -0.4591
H -16.829776 -15.644401 6.419191 -0.1017 0.3721 0.2676
H -17.274079 -17.303975 6.415041 0.5876 -0.5229 0.3726
H -18.624169 -17.108404 8.467404 0.4801 -0.0349 0.3900
H -19.320828 -14.608091 9.094487 -0.6053 -0.4558 -0.3158
H -17.957180 -14.142427 8.225748 0.2124 0.1464 -0.4010
H -16.811747 -14.326351 11.536746 -0.1149 0.5948 0.0740
H -18.551378 -13.942197 11.264412 -0.1294 -0.2502 0.3661
H -17.438760 -13.087480 10.325021 0.7050 -0.0920 -0.4369
C -18.525546 -11.722445 3.018521 -0.2105 0.1956 0.3075
C -19.994856 -11.775782 2.511007 1.6043 -0.7952 0.4415
C -19.956981 -12.098148 1.010607 -0.4149 0.3410 0.0457
O -21.259942 -11.791277 0.528812 0.8191 -0.3535 -1.3102
C -21.418651 -11.942893 -0.897450 -0.9396 -0.3035 0.3632
N -20.785817 -12.839466 3.300315 0.9069 0.6888 -2.0405
H -20.822435 -12.785388 4.308207 -0.3341 1.3207 1.6157
H -21.725377 -12.859679 2.930280 -0.4139 -0.4658 -0.0913
H -20.334388 -13.742513 3.272079 0.0661 -0.5315 -0.9155
H -17.966719 -12.601949 2.698697 -0.1970 -0.2850 0.1516
H -18.427110 -11.591613 4.096155 -0.4590 -0.3643 -0.0815
H -17.918431 -10.899627 2.641056 -0.5270 0.2935 -0.4577
H -20.529755 -10.839811 2.672040 0.0747 -0.0737 -0.0629
H -19.571595 -13.082373 0.744375 -0.8992 -0.8241 0.5622
H -19.156830 -11.575687 0.486304 -0.1428 1.2952 0.2478
H -21.021687 -11.168860 -1.554248 0.3891 0.5200 0.5964
H -22.499478 -11.944805 -1.038536 0.0439 -0.0305 -0.1061
H -21.037327 -12.879566 -1.304053 0.1513 -0.3121 0.4401
P -20.727533 -13.109215 6.690888 0.7300 -0.3862 0.5949
O -19.862733 -12.150034 7.637579 -1.3735 -1.2232 -1.4155
O -19.796996 -13.812213 5.607505 0.4807 -0.3224 0.7877
O -21.747911 -12.312124 5.849811 -0.1370 0.5925 0.1115
O -21.467737 -14.260318 7.459732 0.7453 0.6117 0.0450
O -15.863030 -10.158048 4.727176 0.1528 -0.3970 2.1630
S -15.713989 -10.812210 6.026057 -0.7764 -0.0975 0.3602
O -14.393456 -11.066114 6.584206 -1.5527 0.1335 -0.7214
O -16.542488 -9.895160 7.174687 0.6301 -0.2118 -2.5014
C -16.795870 -10.440710 8.454485 0.0333 -0.6344 1.0821
C -17.158737 -9.351750 9.477996 0.1858 -0.1465 -0.7994
C -16.714905 -12.412920 5.890714 1.5516 0.9957 -0.1020
H -15.914639 -10.991661 8.783102 0.2479 0.1251 0.1536
H -17.603754 -11.170562 8.402122 -0.3146 -0.0033 -0.2049
H -18.111632 -8.873734 9.250851 -0.0752 -0.1336 -0.0910
H -16.407507 -8.562069 9.490523 0.1095 -0.1295 0.1401
H -17.241919 -9.821131 10.458226 0.0695 0.0731 0.0168
H -17.684469 -12.360617 6.385993 -0.0053 0.0182 0.0930
H -16.029779 -13.179699 6.252317 -0.2524 0.0199 0.4315
H -16.797551 -12.569032 4.815115 -0.1597 0.2005 0.1754
O -26.248172 -12.840180 8.042767 -0.6671 -0.0562 -2.3937
S -26.314362 -13.119761 6.595124 0.9701 -1.3527 1.1434
O -27.456368 -13.796261 5.971092 1.6299 2.0286 0.9982
O -25.967907 -11.721796 5.776650 -0.4071 -2.2738 0.4121
C -24.772301 -11.009918 6.168622 -0.6442 1.4773 0.3657
C -25.254523 -9.748549 6.833883 0.2394 0.9671 1.4115
C -24.845101 -14.183392 6.219912 -1.1290 1.3380 -0.6541
H -24.271203 -10.661159 5.265651 0.0831 -0.7873 -0.2630
H -24.080045 -11.542590 6.820657 -0.1948 -0.4388 -0.2828
H -24.442572 -9.044726 7.016833 0.3949 0.2117 -0.6536
H -25.565035 -9.844862 7.874269 -0.5183 -0.7352 -0.0585
H -26.050428 -9.232044 6.297358 0.1236 -0.1727 -0.2039
H -25.105748 -15.231111 6.369764 -0.1610 0.2855 0.2249
H -23.956248 -13.835332 6.746121 -0.0419 -0.0795 0.0497
H -24.771572 -13.977345 5.152093 0.4399 -0.3190 -0.0918
O -17.169367 -14.705066 1.564810 -2.7600 -2.3654 1.2359
S -18.255247 -15.636752 1.961164 0.7538 -0.4877 -1.5919
O -19.668932 -15.284969 1.790215 1.9260 -0.1474 0.7927
O -18.029488 -16.995544 0.987804 0.9196 0.8228 1.5563
C -18.961716 -18.097503 1.119062 -1.8601 0.2973 -2.1786
C -18.866830 -19.176537 -0.023697 1.6328 0.4411 0.4746
C -17.975402 -16.374708 3.655880 -0.5865 -0.2785 -1.1289
H -19.908236 -17.603414 0.899843 -0.4376 -0.1972 0.5521
H -19.023718 -18.577207 2.095864 0.5456 0.1706 0.0835
H -17.995380 -19.813714 0.126888 -0.1975 -0.4113 0.4526
H -18.629399 -18.825209 -1.027833 -0.4551 0.8572 0.1289
H -19.774744 -19.773898 -0.107057 0.0338 0.1106 0.4045
H -17.045042 -16.939891 3.600321 0.2645 0.6179 0.1829
H -18.741079 -17.135465 3.807793 -0.3109 0.0150 -0.4426
H -18.130449 -15.678506 4.480115 0.5088 0.5543 -0.4350
O -23.402253 -14.788584 2.947629 -0.0634 -2.2443 0.2701
S -23.316435 -16.136852 3.505016 2.0821 1.1388 -0.1223
O -24.453355 -16.778379 4.095935 0.4291 0.1774 -0.2152
O -22.674798 -17.133601 2.352256 -0.5447 0.9864 0.8957
C -22.353775 -18.485259 2.748826 -1.0534 -0.8915 -0.3607
C -22.635132 -19.390966 1.515461 0.8900 1.0265 0.0800
C -21.901236 -16.077850 4.682744 -0.4186 -0.4435 -0.5320
H -22.978175 -18.817068 3.578362 -0.3755 0.2102 -0.0130
H -21.345861 -18.536780 3.160604 0.3608 0.1051 -0.5524
H -22.100868 -18.965562 0.665938 0.1557 0.0903 -0.0711
H -23.680223 -19.361862 1.207178 -0.0295 -0.1955 0.4726
H -22.245138 -20.403367 1.620563 -0.2959 -0.0214 0.3215
H -20.957508 -15.847424 4.188393 -0.3286 0.1932 -0.5579
H -21.772420 -17.068505 5.118753 -0.3775 -0.0467 0.2138
H -22.038958 -15.302445 5.436310 -0.3798 0.0101 0.1962
O -24.139691 -18.755981 9.703874 1.1631 3.7302 -0.7028
S -23.817136 -17.311134 9.510644 0.1207 -1.6966 0.9583
O -24.796568 -16.309307 9.880264 1.0276 -0.9885 -0.4151
O -22.406487 -17.069088 10.363823 -1.4486 -0.9482 -0.2715
C -21.710045 -15.829498 10.375636 0.7213 1.0465 0.8780
C -21.130649 -15.559234 11.796291 -0.7058 -0.0727 -0.7435
C -23.152289 -16.896259 7.863040 -0.4976 -0.0377 1.1488
H -22.348421 -14.971657 10.164239 -0.2564 -0.2085 -0.4030
H -20.911886 -15.838760 9.633373 -0.1186 -0.1791 -0.1325
H -20.421058 -14.732084 11.816150 0.0495 -0.0975 -0.4104
H -20.627787 -16.426690 12.223786 -0.3084 -0.0275 0.0576
H -21.985339 -15.198556 12.368585 0.1391 -0.4482 0.5365
H -23.762370 -17.359868 7.087814 0.1961 -0.0401 0.0637
H -22.102216 -17.185520 7.905085 -0.2541 -0.3577 -0.3172
H -23.193903 -15.807267 7.841442 0.0670 0.0107 -0.2115
O -22.763152 -9.919751 9.832655 0.7328 -1.1800 1.8291
S -22.297992 -10.722760 10.982631 -0.1040 -1.7420 -0.8956
O -21.581532 -10.086246 12.087840 -1.8663 -1.0716 -1.5281
O -23.627831 -11.644698 11.535002 2.6659 1.4439 0.8128
C -24.520226 -12.217110 10.578224 -1.1289 0.0007 -1.0557
C -25.211759 -13.508050 11.108460 1.6601 0.8975 0.3570
C -21.196018 -12.150001 10.383540 -0.0829 1.2325 0.5505
H -23.976019 -12.502312 9.677887 0.1124 0.0128 -0.1367
H -25.187173 -11.399935 10.303447 -0.3389 -0.3164 -0.1367
H -24.338519 -14.114587 11.348609 -0.1711 -0.5017 0.1857
H -25.772214 -14.052368 10.348383 -0.0483 0.4854 0.0511
H -25.752314 -13.367491 12.044486 -0.2160 0.1739 -0.2362
H -20.250195 -11.727328 10.044630 -0.2589 0.4339 -0.2480
H -21.597056 -12.725378 9.549155 -0.3334 0.1411 0.1044
H -20.910937 -12.762800 11.238704 -0.6652 0.1116 0.1724
```
Positions in Å, forces in eV/Å.

Computed properties:
E_HOMO = -8.5 eV
electronic energy = -162426.69857 eV
HOMO-LUMO gap = 7.76 eV
total charge = 0



Entry 2:
A 2-piece molecular cluster, C4H12NO3 overall in a non-equilibrium geometry. Source: the OMol25 dataset; level of theory: ωB97M-V/def2-TZVPD.

Structure (XYZ):
```
20
Properties=species:S:1:pos:R:3:forces:R:3
O -1.713730 0.990962 -2.208545 -3.5946 0.7543 -0.5030
C -0.601574 0.822660 -1.902685 1.6547 -1.2552 2.3608
C -0.279350 0.232314 -0.468933 0.4410 -1.0313 0.3168
C 0.791552 0.952053 0.504696 0.5902 1.1860 -0.1263
C 1.477171 -0.014589 1.413358 2.4985 -3.9565 -0.2428
O 0.087508 1.850076 1.374034 -0.4490 0.3791 0.6495
N -1.643270 0.297205 0.312002 1.0911 -1.1510 0.0415
H 0.116577 0.918510 -2.674266 1.8262 0.1368 -0.4063
H 0.025931 -0.953790 -0.678428 -0.9068 3.0282 0.6946
H 1.535289 1.656832 0.018604 -0.8576 -1.4067 -0.4238
H 2.530504 0.181456 1.805248 -1.5365 0.6736 -0.5435
H 0.847511 -0.267252 2.268099 -0.0732 0.1286 0.0501
H 1.700825 -1.072810 0.932980 -0.6844 2.0460 0.5320
H 0.542698 1.894580 2.249995 -0.4823 -0.0359 -1.1103
H -1.882468 -0.599977 0.816623 0.1539 1.2712 -1.0140
H -2.376007 0.648462 -0.305335 -0.2656 -0.5758 -0.6342
H -1.544377 1.039870 1.008124 0.5197 0.1496 0.4959
H -0.392443 -3.344758 -1.113026 -0.4091 -1.1688 -0.4144
H 0.606852 -2.617029 -2.062343 2.1468 -0.7932 -4.4476
O 0.170798 -2.614775 -1.290201 -1.6627 1.6211 4.7249
```
Positions in Å, forces in eV/Å.

Computed properties:
relative energy (zero: lowest compared OMol25 entry of this formula, charge and spin) = 258.4 kJ/mol
E_HOMO = -14.5 eV
electronic energy = -11966.91784 eV
HOMO-LUMO gap = 11.23 eV
total charge = +1



Entry 3:
C17H50N11O11Pd as an isolated structure in a non-equilibrium geometry. Source: the OMol25 dataset; level of theory: ωB97M-V/def2-TZVPD.

Structure (XYZ):
```
90
Properties=species:S:1:pos:R:3:forces:R:3
N -1.895692 1.161156 1.496582 0.3540 -0.9041 -0.1992
H -2.677762 0.552736 1.300922 -0.6633 0.5622 -0.1500
H -1.616192 1.021246 2.457002 0.0770 0.5766 1.0337
H -1.930942 2.133116 1.224262 -0.5460 0.2311 -0.0900
H -1.113862 0.750126 1.006802 1.2988 -0.2190 -1.2408
Pd 1.847778 1.416256 -1.782608 -0.0384 -0.2202 0.4873
C 1.166488 -0.038214 0.365372 0.6507 1.0139 0.6461
O 0.263128 0.516316 -0.254858 -4.4592 1.5063 -2.0717
O 2.245018 -0.117814 -0.261298 3.4065 -0.7254 -2.4214
O 1.125378 -0.303794 1.555612 -0.6744 -1.5353 3.2765
C 1.038218 -3.588724 -2.690608 -0.7974 -1.7113 0.1248
O -0.390182 -3.632304 -2.671628 -0.3843 1.2424 0.3174
C -0.982462 -2.587184 -1.905368 1.3631 0.6580 0.7756
C -2.440532 -2.441784 -2.101218 -0.7438 -0.9669 0.0391
N -2.764792 -1.930414 -3.394128 0.3414 1.0665 -1.5062
C -4.180112 -1.693024 -3.533338 0.2382 0.2726 -1.1421
C -4.651712 -1.230384 -4.929968 0.3884 -0.0400 0.8644
O -4.214122 0.078976 -5.259458 -0.6900 -0.7808 -0.4731
C -4.750852 0.554836 -6.492878 0.3208 -0.1289 -0.0234
H 1.475488 -3.785934 -1.711838 -0.1202 0.6881 0.4823
H 1.471268 -2.717554 -3.182178 -0.1330 -0.0007 -0.0611
H 1.222568 -4.548714 -3.172818 0.6463 0.3784 -0.7047
H -0.552732 -1.601764 -2.085318 0.4419 0.1541 -0.7908
H -0.731512 -2.675474 -0.848328 -0.1674 -0.6923 0.3908
H -2.888922 -1.767004 -1.372028 0.3297 0.1709 0.2379
H -2.936772 -3.399544 -1.944558 -0.1531 -0.4549 0.2307
H -2.540782 -2.586994 -4.128168 0.6613 -0.1724 0.0653
H -4.431692 -0.925184 -2.801738 -0.6120 -0.3398 0.2178
H -4.621832 -2.685054 -3.439188 -1.0991 0.1523 0.6937
H -5.739512 -1.266894 -4.871108 -0.2384 0.1395 -0.2227
H -4.335352 -1.952524 -5.682648 0.1564 -0.0798 -0.2398
H -4.177982 0.152446 -7.328338 -0.0005 -0.1407 -0.1097
H -4.661602 1.640436 -6.532788 0.0266 -0.0555 0.2438
H -5.796862 0.272436 -6.612088 -0.0985 0.0011 0.1070
C -4.309822 0.888306 4.277122 -0.9056 -0.3563 1.3767
O -2.938922 0.731046 4.006252 -0.2877 0.2179 -1.0140
C -2.057292 1.043326 5.067842 0.8712 -1.1195 -0.0294
C -0.605602 0.520946 4.739782 -1.1675 0.5195 0.5201
N 0.076758 1.307966 3.732322 -1.1170 -1.9641 0.0889
C 0.502938 2.593596 4.179742 0.0399 -0.6832 -0.2704
C 1.479428 3.077476 3.136712 -0.2867 1.5343 0.5478
O 1.716908 4.442936 3.492402 -0.1163 0.1107 -0.4294
C 2.906418 5.064576 2.989812 -0.9105 -0.8698 -0.1645
H -4.999752 0.523436 3.516222 0.7176 0.1592 -0.6855
H -4.647692 1.874206 4.596432 0.4943 0.5531 -0.4418
H -4.618422 0.286786 5.132122 0.3358 -0.4139 0.3762
H -2.416302 0.490326 5.935832 0.1009 0.1306 0.3811
H -2.037322 2.110946 5.286692 -0.1471 0.1116 0.0031
H -0.640912 -0.535044 4.471942 -0.1947 0.0365 -0.3104
H -0.094042 0.544066 5.701992 0.2836 0.1180 0.3160
H 0.742748 0.735376 3.233622 0.2198 0.1847 -0.0698
H 1.002018 2.584336 5.148732 0.0818 -0.0833 0.3186
H -0.462132 3.087626 4.292292 0.5668 1.2657 -0.1346
H 1.032168 2.921706 2.154982 -0.0685 0.5193 -0.4236
H 2.380428 2.464056 3.132582 0.2672 0.0303 0.3463
H 2.825838 6.141926 3.134462 0.0514 -0.1682 0.4308
H 2.951058 4.919426 1.910442 0.3780 -0.1953 -0.1148
H 3.735928 4.598026 3.521182 0.4322 0.3648 -0.2854
C 3.092858 -3.301714 1.775572 -0.9138 -1.3975 3.2631
O 3.718018 -4.273654 2.050812 2.2481 -3.2576 1.0835
N 2.198188 -2.778484 2.617292 -1.4082 0.6994 1.4846
N 3.176938 -2.736854 0.646422 0.0117 2.9872 -5.3943
H 2.192658 -3.142974 3.559212 -0.0024 0.1672 -0.3651
H 1.695818 -1.939424 2.364892 -0.0690 -0.0120 0.2531
H 3.780648 -3.129094 -0.061938 -0.2366 0.1018 0.4094
H 2.645028 -1.890164 0.503992 0.3371 -0.0804 -0.6356
C 4.676258 0.154146 2.562842 3.0242 -0.2098 0.6086
O 5.796438 0.199116 3.035352 1.0857 0.1073 0.8217
N 4.425688 0.118316 1.298532 0.4371 -0.0175 -4.5481
N 3.575848 0.108536 3.223962 -4.1804 0.1671 4.4846
H 3.480098 -0.067024 0.995852 0.4803 0.1207 -0.5341
H 5.202298 -0.167274 0.719382 -0.2892 0.2502 -0.0989
H 3.608688 -0.004664 4.227062 0.1233 0.1179 -0.2552
H 2.681358 -0.031044 2.776182 0.2168 -0.0996 -0.0649
C -2.468322 2.135616 -2.877218 0.6117 3.2324 2.9054
O -2.248542 3.210076 -2.250908 -0.3261 -1.6015 -0.6628
N -3.206562 2.088756 -3.949528 -1.4563 1.1237 -2.3792
N -2.117492 0.962986 -2.390348 1.4649 -2.1172 1.7646
H -3.377202 1.221096 -4.437528 -0.2792 0.1752 0.3059
H -3.923992 2.798146 -3.903158 0.1768 -0.0233 -0.6829
H -2.116092 0.101256 -2.917138 -0.1101 -0.0578 -0.2188
H -1.543992 0.996276 -1.559628 0.3818 -0.0984 -0.3587
C 4.538978 -0.307254 -2.803798 -0.7480 1.0800 -1.2427
O 3.744238 0.590426 -2.650628 -1.3843 2.3774 -0.1051
N 5.426758 -0.334604 -3.753488 2.7592 0.4545 -2.8196
N 4.500708 -1.383044 -2.128438 -0.5302 -4.8911 4.0270
H 5.446868 0.361146 -4.485348 0.0179 -0.1096 0.3657
H 6.071718 -1.111124 -3.787398 -0.0630 0.4303 -0.3095
H 3.858458 -1.462244 -1.352988 -0.0352 0.3678 -0.0934
H 5.112638 -2.176464 -2.255468 -0.0652 0.3643 -0.1277
```
Positions in Å, forces in eV/Å.

Computed properties:
spin multiplicity = 4
E_HOMO (spin up / spin down) = -5.5 / -8.7 eV
electronic energy = -60829.21151 eV
HOMO-LUMO gap (spin up / spin down) = 5.44 / 6.96 eV
total charge = 0